This record from OMol25 describes the molecule C15H16FN5O2S at a distorted geometry. The level of theory is ωB97M-V/def2-TZVPD.

For the relative energy (zero: lowest compared OMol25 entry of this formula, charge and spin), the calculation gives 60.3 kcal per mole. The LUMO energy comes out at -0.12 eV. Its structure (SMILES) is CS(=O)(=O)c1cccc(-n2cc(Cn3ccnc3CCF)nn2)c1. The net charge is 0.

Element x y z (Å)
C  5.740  0.656  0.369
S  4.868  1.735  -0.732
O  5.781  2.249  -1.786
O  4.200  2.838  -0.039
C  3.620  0.618  -1.508
C  3.938  -0.065  -2.692
C  2.986  -0.926  -3.234
C  1.733  -1.033  -2.657
C  1.382  -0.311  -1.515
N  0.097  -0.476  -0.961
C  -0.454  0.298  0.069
C  -1.633  -0.269  0.352
C  -2.607  0.163  1.404
N  -2.134  -0.195  2.753
C  -1.630  0.681  3.732
C  -1.315  -0.095  4.827
N  -1.607  -1.462  4.563
C  -2.111  -1.472  3.363
C  -2.669  -2.733  2.757
C  -4.052  -3.044  3.289
F  -4.925  -2.096  2.746
N  -1.815  -1.293  -0.541
N  -0.820  -1.396  -1.334
C  2.348  0.496  -0.909
H  6.220  -0.156  -0.189
H  6.527  1.206  0.857
H  5.022  0.253  1.100
H  4.940  -0.028  -3.191
H  3.185  -1.538  -4.129
H  0.980  -1.675  -3.114
H  -0.011  1.173  0.479
H  -2.695  1.274  1.354
H  -3.576  -0.250  1.281
H  -1.491  1.770  3.676
H  -0.957  0.277  5.766
H  -2.005  -3.556  3.007
H  -2.697  -2.674  1.692
H  -4.344  -4.036  2.968
H  -4.104  -2.971  4.386
H  2.114  1.052  -0.013

Cartesian forces, eV/Å:
C -0.323 -0.628 0.145
S 0.486 2.859 -2.492
O -1.223 -1.990 1.580
O 0.060 -1.979 0.223
C -0.068 0.196 0.074
C 0.919 -0.280 -0.004
C -0.136 -0.066 -0.159
C -0.663 -0.159 -0.167
C 0.962 -0.428 -0.570
N -1.149 1.816 1.578
C 1.321 -0.795 -1.142
C -0.577 -0.251 -0.465
C 1.044 0.700 0.620
N 0.243 -0.340 1.543
C 0.235 -0.871 0.580
C -0.721 -0.729 -1.549
N 0.139 2.050 0.359
C 0.003 0.766 -0.880
C 0.262 0.429 0.712
C 0.376 0.342 0.134
F -0.223 -0.140 0.102
N -0.904 -0.283 0.142
N 0.887 -0.103 0.287
C 0.405 0.046 -0.511
H -0.358 0.187 -0.098
H 0.094 0.485 0.205
H 0.292 0.169 -0.242
H -0.998 0.368 0.782
H 0.078 0.524 0.525
H 0.195 0.114 0.173
H 0.499 0.294 0.152
H -0.004 -0.814 0.227
H -0.863 -0.466 -0.403
H -0.334 -0.745 -0.535
H 0.194 -0.213 0.219
H 0.141 -0.056 0.155
H -0.146 0.034 -0.882
H -0.349 -0.141 -0.116
H 0.044 0.022 -0.371
H 0.158 0.074 0.070

=====

This record from OMol25 describes a structure of composition C23H29O7Ru. The level of theory is ωB97M-V/def2-TZVPD.

The multiplicity is 2. For the relative energy (zero: lowest compared OMol25 entry of this formula, charge and spin), the calculation gives 1.8 kcal per mole. The LUMO energy (alpha / beta) comes out at 0.47 / 0.51 eV. The net charge is 0.

Element x y z (Å)
Ru  0.500  0.702  0.211
C  1.538  -1.293  2.321
C  2.481  -1.552  1.171
O  2.145  -0.782  -0.004
C  2.422  -1.456  -1.238
C  1.225  -1.350  -2.148
O  0.144  -1.843  -1.396
C  -1.150  -1.626  -1.914
C  -2.086  -1.814  -0.745
O  -1.736  -0.890  0.271
C  -2.029  -1.312  1.598
C  -0.844  -1.037  2.492
O  0.256  -1.741  1.940
H  1.517  -0.231  2.576
H  1.912  -1.852  3.190
H  2.419  -2.612  0.922
H  3.507  -1.317  1.467
H  2.606  -2.512  -1.039
H  3.316  -1.024  -1.695
H  1.399  -1.937  -3.059
H  1.055  -0.308  -2.438
H  -1.394  -2.341  -2.709
H  -1.245  -0.612  -2.313
H  -1.981  -2.838  -0.370
H  -3.122  -1.665  -1.070
H  -2.235  -2.387  1.603
H  -2.910  -0.785  1.974
H  -1.069  -1.384  3.509
H  -0.642  0.039  2.523
O  -0.434  1.492  -1.655
C  -1.432  2.530  -1.453
C  -1.822  2.558  0.057
O  -2.829  3.189  0.333
O  -1.056  1.931  0.867
C  -0.843  3.889  -1.785
C  0.523  4.073  -1.956
C  1.032  5.334  -2.252
C  0.182  6.420  -2.365
C  -1.184  6.244  -2.170
C  -1.694  4.990  -1.880
C  -2.612  2.123  -2.323
C  -3.528  1.193  -1.836
C  -4.532  0.702  -2.656
C  -4.633  1.134  -3.974
C  -3.726  2.059  -4.463
C  -2.719  2.551  -3.640
H  0.013  1.666  -2.492
H  1.213  3.252  -1.810
H  2.100  5.462  -2.378
H  0.578  7.401  -2.592
H  -1.855  7.091  -2.239
H  -2.752  4.852  -1.708
H  -3.457  0.862  -0.807
H  -5.246  -0.012  -2.264
H  -5.423  0.756  -4.611
H  -3.800  2.407  -5.486
H  -2.020  3.282  -4.029
C  1.705  1.856  0.910
H  1.464  2.840  1.319
H  2.762  1.576  1.020

Cartesian forces, eV/Å:
Ru -0.049 0.753 0.492
C -0.044 0.023 -0.050
C 0.045 0.028 -0.115
O 0.092 -0.345 0.154
C 0.016 0.070 0.055
C -0.137 0.000 0.060
O 0.150 -0.175 -0.235
C -0.047 0.076 0.049
C -0.045 -0.053 -0.004
O 0.093 0.010 -0.049
C -0.052 -0.002 -0.030
C 0.011 -0.032 -0.017
O -0.007 -0.032 0.084
H 0.011 0.042 -0.002
H 0.001 0.005 -0.003
H 0.005 -0.010 -0.045
H 0.003 0.011 0.020
H 0.043 -0.003 0.052
H -0.021 0.030 -0.045
H 0.025 -0.008 -0.008
H -0.012 0.008 -0.018
H -0.003 -0.018 0.016
H 0.003 -0.002 -0.007
H 0.016 0.009 0.014
H 0.008 0.003 0.012
H -0.011 0.003 -0.013
H 0.014 0.018 0.005
H -0.003 0.009 0.005
H 0.013 0.035 0.006
O -0.069 0.076 -0.128
C 0.013 -0.012 -0.059
C 0.058 -0.291 0.160
O 0.048 0.037 0.049
O -0.008 0.097 -0.280
C -0.089 -0.002 -0.048
C 0.051 0.031 0.038
C -0.015 -0.006 0.006
C 0.005 -0.007 -0.001
C -0.013 -0.011 0.007
C 0.028 0.011 -0.017
C -0.001 0.038 0.045
C -0.048 -0.006 -0.003
C 0.016 0.017 -0.011
C -0.002 0.000 0.007
C 0.016 0.006 0.008
C -0.002 -0.032 -0.002
H 0.013 0.018 0.015
H -0.009 -0.025 -0.008
H -0.005 0.000 0.001
H -0.004 -0.003 0.001
H 0.005 -0.005 0.000
H -0.003 0.003 0.000
H 0.001 0.025 -0.031
H 0.001 0.004 0.000
H 0.004 -0.001 0.002
H -0.003 -0.004 0.003
H 0.004 0.003 0.000
C -0.068 -0.574 0.020
H -0.085 0.075 -0.083
H 0.044 0.078 -0.074

=====

This record from OMol25 describes a structure of composition C16H20N3O3Pt at a distorted geometry. The level of theory is ωB97M-V/def2-TZVPD.

The LUMO energy comes out at -3.49 eV. The net charge is +1.

Element x y z (Å)
Pt  0.088  0.004  -0.028
O  4.023  0.221  -1.270
C  2.815  0.097  -1.180
N  2.141  -0.055  -0.020
C  2.870  -0.105  1.216
C  1.933  -0.122  2.391
C  2.373  0.109  3.690
C  1.481  -0.007  4.742
C  0.162  -0.343  4.467
C  -0.208  -0.515  3.148
N  0.651  -0.404  2.142
C  1.913  0.123  -2.390
C  2.433  -0.096  -3.658
C  1.593  0.000  -4.757
C  0.258  0.311  -4.550
C  -0.184  0.502  -3.252
N  0.619  0.410  -2.200
H  3.580  0.729  1.286
H  3.485  -1.019  1.229
H  3.400  0.383  3.864
H  1.798  0.162  5.758
H  -0.571  -0.454  5.248
H  -1.223  -0.768  2.873
H  3.483  -0.332  -3.747
H  1.974  -0.159  -5.753
H  -0.428  0.421  -5.374
H  -1.213  0.767  -3.050
C  -1.889  -2.196  -1.126
O  -1.898  -1.395  0.050
C  -3.092  -0.671  0.291
C  -3.080  0.694  -0.415
O  -1.891  1.417  -0.141
C  -1.912  2.210  1.041
H  -2.795  -2.810  -1.171
H  -1.013  -2.839  -1.037
H  -1.813  -1.602  -2.043
H  -3.139  -0.540  1.378
H  -3.962  -1.252  -0.037
H  -3.960  1.278  -0.120
H  -3.092  0.556  -1.501
H  -2.822  2.821  1.075
H  -1.039  2.861  0.974
H  -1.850  1.608  1.954

Cartesian forces, eV/Å:
Pt 4.359 -0.010 0.046
O 0.004 -0.192 -0.137
C -0.302 0.009 0.542
N -1.916 0.223 -0.708
C 0.294 -0.066 0.161
C 0.530 0.068 -0.242
C -0.198 -0.156 0.009
C -0.073 0.002 -0.262
C 0.041 -0.051 -0.198
C -0.468 -0.137 0.429
N -0.879 0.633 -1.845
C 0.396 0.092 -0.266
C -0.139 0.158 0.224
C -0.029 -0.032 0.240
C 0.152 0.127 0.192
C -0.520 0.171 -0.351
N -0.496 -0.824 1.816
H -0.128 -0.033 0.044
H -0.056 0.126 0.175
H 0.171 -0.026 -0.018
H 0.079 0.033 0.100
H -0.075 -0.021 0.089
H -0.027 0.033 0.032
H 0.072 0.060 0.023
H 0.035 -0.040 -0.111
H -0.096 -0.007 -0.043
H -0.034 -0.048 0.032
C -0.013 -0.347 -0.114
O -0.138 0.334 0.051
C -0.141 0.378 0.003
C -0.162 -0.411 -0.012
O -0.055 -0.378 0.017
C -0.014 0.350 0.148
H 0.097 0.035 0.027
H -0.123 0.051 -0.126
H -0.019 0.040 0.102
H -0.096 0.020 -0.158
H 0.027 0.084 0.091
H 0.058 -0.085 -0.077
H -0.093 -0.001 0.133
H 0.129 -0.075 -0.050
H -0.138 -0.074 0.119
H -0.018 -0.014 -0.126

=====

Calculated total energy readings, ordered: -1503.44565, -1515.24625, -1130.74424 hartree